Record 1
Entry from the OMol25 dataset: a structure of composition C22H46F8N2O24S8Zr at a distorted geometry (wB97M-V/def2-TZVPD).

Output
- lowest unoccupied orbital energy (eV) = -10.3
- net charge = +2
- gap between HOMO and LUMO (eV) = 3.376
- total energy (a.u.) = -6811.63888
- HOMO (Ha) = -0.50143
- ΔE to the lowest compared entry with this formula, charge and spin (kcal per mole) = 135.72

Positions of all 111 atoms, in Å:
Zr1 -1.1882 1.2970 2.4049
C1 -1.4389 4.3869 -2.1365
F1 -1.0690 5.0879 -3.3012
F2 -2.5351 4.8904 -1.6626
F3 -1.7223 3.1668 -2.5181
S1 -0.0569 4.4683 -0.7177
O1 0.3072 3.0788 -0.5463
O2 1.0404 5.3746 -1.1059
N1 -0.8498 4.9235 0.7181
S2 -0.7103 6.4339 0.5835
O3 0.5211 6.8472 1.1925
O4 -1.1183 7.0373 -0.7121
C2 -2.1217 6.9181 1.8440
F4 -3.1569 6.1555 1.5859
F5 -1.6409 6.8389 3.1352
F6 -2.5270 8.1885 1.7926
N2 0.0224 0.6216 0.9256
S3 1.5325 0.2887 0.8471
O5 2.4392 1.3568 0.3949
O6 1.9804 -1.0386 0.8941
F7 1.5466 0.6492 2.4166
S4 -0.1989 0.0168 -0.6744
O7 -0.8928 -1.2978 -0.6641
O8 0.6708 0.3436 -1.7833
F8 -1.4231 0.9397 -1.0934
C3 1.5340 -5.2074 0.8147
C4 1.1213 -4.3989 -0.4542
C5 1.7998 -4.8611 -1.8308
S5 2.8934 -6.2987 -1.1220
O9 4.1785 -5.8093 -0.6101
O10 2.8361 -7.4471 -1.9812
C6 1.8081 -6.5927 0.3658
H1 0.7519 -5.1916 1.5737
H2 2.4200 -4.7396 1.2440
H3 1.3515 -3.3364 -0.3765
H4 0.0463 -4.5646 -0.3826
H5 2.2458 -3.9869 -2.3051
H6 1.1351 -5.3071 -2.5706
H7 2.3372 -7.2870 1.0186
H8 0.8929 -7.1497 0.1651
C7 -2.6746 -5.5770 0.4390
C8 -3.1615 -5.2925 1.9180
C9 -4.4604 -4.5692 1.8026
S6 -4.2480 -3.4363 0.3083
O11 -4.0094 -2.0683 0.7653
O12 -5.4393 -3.6305 -0.4935
C10 -2.6787 -4.2231 -0.3452
H9 -3.4781 -6.2140 0.0691
H10 -1.7402 -6.1281 0.3327
H11 -2.3856 -4.7366 2.4442
H12 -3.1967 -6.2625 2.4141
H13 -4.7469 -3.8492 2.5691
H14 -5.3485 -5.1941 1.7079
H15 -1.8920 -3.5699 0.0324
H16 -2.7597 -4.2703 -1.4312
C11 5.8593 3.0697 -0.1091
C12 6.0216 1.5145 0.0475
C13 6.4850 1.1362 1.4693
S7 5.6280 2.4860 2.5693
O13 6.6875 3.1399 3.3798
O14 4.3759 2.0283 3.2271
C14 5.2050 3.6460 1.1752
H17 5.2690 3.3889 -0.9680
H18 6.8365 3.4950 -0.3378
H19 6.6383 1.1778 -0.7858
H20 5.0295 1.1000 -0.1316
H21 7.5660 1.2662 1.4183
H22 6.2639 0.1519 1.8819
H23 5.2994 4.6694 1.5382
H24 4.1353 3.4473 1.1088
C15 -6.7871 -1.3483 -3.1310
C16 -6.3898 -0.9163 -4.5719
O15 -5.0046 -0.5908 -4.5547
S8 -4.3442 -0.7824 -3.0721
O16 -3.5738 0.4343 -2.7493
O17 -3.7679 -2.1151 -2.8676
O18 -5.7784 -0.7478 -2.3872
H25 -6.7899 -2.4335 -3.0297
H26 -7.8067 -1.0563 -2.8798
H27 -6.9830 -0.0701 -4.9185
H28 -6.3312 -1.7606 -5.2588
C17 -3.4486 2.4862 0.3754
C18 -3.8689 1.0303 0.5211
O19 -2.8055 0.2899 1.0958
O20 -2.2550 2.7140 1.1023
H29 -4.3014 3.0871 0.6912
H30 -3.3167 2.7465 -0.6748
H31 -4.1560 0.6982 -0.4765
H32 -4.7906 0.9730 1.1002
H33 -3.0959 -0.6216 1.0155
H34 -2.0674 3.6476 0.9806
C19 0.9609 2.4589 4.6121
C20 1.1461 3.3516 3.3590
O21 0.1830 3.0255 2.3181
O22 -0.1913 1.6655 4.5239
H35 1.0027 3.0679 5.5151
H36 1.8154 1.7836 4.6565
H37 2.0995 3.2387 2.8430
H38 1.1359 4.4192 3.5785
H39 0.1560 3.7732 1.7166
H40 -0.2258 1.2731 5.3993
C21 4.2615 -1.2262 -2.8172
C22 3.7174 -0.0529 -3.6101
O23 4.0633 1.2218 -3.0760
O24 3.7272 -1.1975 -1.4567
H41 5.3476 -1.1395 -2.7880
H42 4.0572 -2.2250 -3.2029
H43 2.6388 -0.1670 -3.5016
H44 4.0435 -0.0210 -4.6497
H45 3.6074 1.3273 -2.2377
H46 4.2734 -1.7328 -0.8765

=====

Record 2
Entry from the OMol25 dataset: a structure of composition C22H46NO21 at a distorted geometry (wB97M-V/def2-TZVPD).

Output
- lowest unoccupied orbital energy (eV) = 2.5
- net charge = -1
- gap between HOMO and LUMO (eV) = 5.060
- total energy (a.u.) = -2499.40436
- HOMO (Ha) = -0.09251
- ΔE to the lowest compared entry with this formula, charge and spin (kcal per mole) = 685.01

Positions of all 90 atoms, in Å:
C1 0.3855 0.9905 0.1020
C2 -0.7983 0.0543 0.1421
C3 -0.4690 -1.4213 0.1317
O1 -1.6121 0.3873 1.2317
H1 1.1234 0.7264 -0.6555
H2 0.9346 0.9487 1.0426
H3 0.0526 2.0103 -0.0908
H4 -1.3549 0.2953 -0.7635
H5 0.1159 -1.6718 -0.7533
H6 -1.3105 -2.1137 0.1571
H7 0.1309 -1.6031 1.0234
C4 1.0155 -2.6065 -3.6568
O2 0.2360 -3.0665 -2.5686
C5 0.7743 -3.4534 -1.3403
O3 1.9890 -3.4813 -1.1256
O4 -0.2809 -3.5696 -0.5165
C6 -0.1094 -3.6210 0.9114
H8 0.8076 -1.5405 -3.7487
H9 0.8240 -3.1031 -4.6081
H10 2.0632 -2.8721 -3.5157
H11 -1.1005 -3.4845 1.3440
H12 0.6585 -2.9347 1.2684
H13 0.1204 -4.6772 1.0521
C7 -1.0471 -1.4472 -2.8518
O5 -0.0961 -0.4357 -2.6687
C8 -0.0309 0.6039 -3.5041
O6 -0.8028 0.7548 -4.4678
O7 1.0475 1.3786 -3.1832
C9 1.4692 2.5144 -3.8184
H14 -0.9372 -2.1336 -2.0122
H15 -0.9552 -2.0390 -3.7625
H16 -2.0234 -0.9794 -2.7244
H17 0.7057 2.8891 -4.5001
H18 2.3469 2.1231 -4.3328
H19 1.7265 3.3565 -3.1758
C10 -0.4665 1.0929 3.6174
O8 0.4923 1.7364 2.7920
C11 0.0866 2.5081 1.7592
O9 -1.0362 2.6063 1.2785
O10 1.1097 3.3526 1.5684
C12 0.9730 4.2758 0.4916
H20 -1.4560 0.8265 3.2457
H21 -0.7699 1.6794 4.4846
H22 -0.0673 0.1445 3.9770
H23 0.9607 3.6033 -0.3662
H24 1.7782 5.0070 0.4202
H25 0.0033 4.7729 0.5158
C13 -4.3826 3.8353 -1.5827
O11 -3.1434 3.8256 -2.2081
C14 -2.1246 3.2583 -1.5993
O12 -2.1534 2.6329 -0.5289
O13 -1.0448 3.4939 -2.4146
C15 0.2271 3.1304 -2.0302
H26 -5.1814 4.4897 -1.9315
H27 -4.2176 4.1435 -0.5502
H28 -4.7974 2.8394 -1.7380
H29 0.4007 2.0544 -2.0452
H30 0.5303 3.4492 -1.0329
H31 0.9544 3.5035 -2.7512
C16 2.0798 -1.7961 0.1831
O14 2.1150 -0.5837 0.9223
C17 2.8181 0.5045 0.4814
O15 3.3541 0.5817 -0.6535
O16 2.6496 1.5380 1.3232
C18 3.0988 2.8500 0.9796
H32 1.6074 -2.5641 0.7956
H33 3.0175 -2.2033 -0.1951
H34 1.3676 -1.6957 -0.6359
H35 3.1293 3.5198 1.8390
H36 2.3722 3.2993 0.3026
H37 4.0460 2.9470 0.4488
C19 -0.0480 -2.2702 6.7280
O17 0.3476 -1.4791 5.7061
C20 0.2825 -1.8243 4.4689
O18 -0.2286 -2.8764 4.0650
O19 1.0106 -1.0125 3.7078
C21 0.8932 -0.9282 2.3428
H38 -1.0833 -2.5961 6.8280
H39 0.1037 -1.7452 7.6711
H40 0.6507 -3.0970 6.8561
H41 1.5313 -0.1085 2.0126
H42 -0.1489 -0.6991 2.1195
H43 1.2033 -1.8399 1.8321
C22 -2.5295 -3.6293 -0.4062
N1 -2.7363 -3.4948 -1.9163
O20 -2.0202 -4.0985 -2.7268
O21 -3.6217 -2.7660 -2.3780
H44 -3.4070 -4.0571 0.0786
H45 -2.4491 -2.6271 0.0149
H46 -1.6795 -4.2880 -0.2280

=====

Record 3
Entry from the OMol25 dataset: a cluster of 2 separate species, C22H46NO4 in total at a distorted geometry (wB97M-V/def2-TZVPD).

Output
- lowest unoccupied orbital energy (eV) = 1.8
- net charge = -1
- gap between HOMO and LUMO (eV) = 4.310
- total energy (a.u.) = -1221.50452
- HOMO (Ha) = -0.09250
- ΔE to the lowest compared entry with this formula, charge and spin (kcal per mole) = 8.24

Positions of all 73 atoms, in Å:
C1 5.2102 1.6956 3.2924
O1 5.5574 2.3215 2.0679
C2 6.7497 1.7254 1.5107
C3 6.4713 1.1719 0.1239
C4 5.4295 0.0503 0.0931
C5 3.9979 0.5204 -0.1974
C6 2.9677 -0.6033 0.0593
C7 2.0114 -0.8526 -1.1479
C8 0.5466 -0.5444 -0.8434
C9 -0.1324 -1.6137 0.0333
C10 -1.5242 -1.0741 0.4443
C11 -2.5439 -2.1797 0.7452
C12 -3.9955 -1.7794 0.4662
C13 -4.5222 -0.6978 1.4169
C14 -6.0222 -0.7388 1.6539
C15 -6.8561 -0.0228 0.5830
C16 -7.3161 1.4141 0.9988
C17 -8.8437 1.6014 1.0084
C18 -9.4149 2.3958 -0.1736
N1 -8.5835 3.5462 -0.5745
O2 -6.5140 -2.0891 1.8651
C19 -7.6611 -2.1136 2.5278
O3 -8.3769 -3.0192 2.5106
H1 5.9147 1.9398 4.0978
H2 5.1883 0.6116 3.1427
H3 4.2127 2.0490 3.5590
H4 7.4984 2.5212 1.4194
H5 7.1749 0.9821 2.1898
H6 7.4102 0.7232 -0.2281
H7 6.2307 2.0085 -0.5358
H8 5.7267 -0.6153 -0.7234
H9 5.4858 -0.5427 1.0118
H10 3.7793 1.3870 0.4335
H11 3.9741 0.8723 -1.2310
H12 3.5491 -1.5174 0.1805
H13 2.3525 -0.3982 0.9367
H14 2.1718 -1.8458 -1.5716
H15 2.3210 -0.1511 -1.9276
H16 0.5158 0.4010 -0.2961
H17 -0.0423 -0.4963 -1.7619
H18 0.4829 -1.8013 0.9171
H19 -0.2159 -2.5682 -0.4915
H20 -1.3897 -0.4602 1.3376
H21 -1.8558 -0.4542 -0.3927
H22 -2.3402 -3.0655 0.1380
H23 -2.4295 -2.5003 1.7853
H24 -4.0808 -1.4757 -0.5809
H25 -4.5916 -2.6860 0.5852
H26 -4.2893 0.2911 1.0154
H27 -4.0173 -0.8010 2.3803
H28 -6.2038 -0.2051 2.5930
H29 -7.7635 -0.5725 0.3294
H30 -6.3145 0.0772 -0.3605
H31 -6.8108 2.1229 0.3466
H32 -6.9683 1.6196 2.0121
H33 -9.3875 0.6553 1.0617
H34 -9.1079 2.1397 1.9204
H35 -9.6456 1.7516 -1.0329
H36 -10.3814 2.7946 0.1435
H37 -7.8703 3.1997 -1.2122
H38 -9.1575 4.1370 -1.1704
H39 -7.9553 -1.2279 3.1208
C20 8.4583 -1.9295 -4.1980
C21 8.0126 -0.8119 -3.2302
C22 8.5479 0.5336 -3.7679
O4 8.5383 -1.0446 -2.0084
H40 9.5480 -1.9892 -4.2612
H41 8.0794 -2.9005 -3.8696
H42 8.0747 -1.7531 -5.2176
H43 6.8961 -0.7546 -3.3245
H44 9.6398 0.5344 -3.8205
H45 8.2343 1.3607 -3.1253
H46 8.1655 0.7409 -4.7820

=====

Record 4
Entry from the OMol25 dataset: a structure of composition C22H47AlN3O5S (wB97M-V/def2-TZVPD).

Output
- multiplicity = 3
- lowest unoccupied orbital energy (spin up / spin down) (eV) = 2.2 / 2.2
- net charge = -1
- gap between HOMO and LUMO (spin up / spin down) (eV) = 7.435 / 7.431
- total energy (a.u.) = -2047.49904
- HOMO (spin up / spin down) (Ha) = -0.19368 / -0.19368

Positions of all 79 atoms, in Å:
C1 3.5801 -6.7790 -1.8119
O1 4.2974 -5.5635 -1.7665
C2 3.5642 -4.4817 -1.2096
C3 2.3181 -4.0724 -1.9934
C4 0.9968 -4.7820 -1.6200
Al1 0.0419 -5.7404 -3.0689
S1 -0.0168 -4.5544 -5.0198
O2 -1.7033 -6.0105 -2.4974
N1 -2.2977 -4.8969 -2.1491
O3 -3.4253 -5.0490 -1.7593
H1 2.9381 -6.9001 -0.9328
H2 4.3055 -7.5921 -1.8355
H3 2.9346 -6.8453 -2.6919
H4 3.2920 -4.7288 -0.1726
H5 4.2819 -3.6605 -1.1852
H6 2.2025 -2.9949 -1.8461
H7 2.5553 -4.1808 -3.0578
H8 1.1788 -5.4917 -0.8028
H9 0.3096 -4.0435 -1.2022
H10 0.6141 -7.1919 -3.4382
H11 -0.8931 -3.6258 -4.6054
C5 -3.4951 -1.2082 0.1989
C6 -1.9987 -1.5360 0.2418
C7 -1.7454 -2.9494 0.7837
C8 -1.9893 -3.0851 2.2810
C9 -1.1830 -2.0609 3.0702
C10 -1.4405 -0.6153 2.6152
N2 -1.2371 -0.5755 1.1252
O4 -0.0407 -0.3298 0.7615
C11 -2.8351 -0.1388 3.0179
C12 -0.4227 0.3270 3.2504
C13 -1.4410 -1.4150 -1.1724
H12 -3.8899 -1.5749 -0.7483
H13 -4.0638 -1.6921 0.9900
H14 -3.6664 -0.1323 0.2487
H15 -0.7083 -3.2148 0.5613
H16 -2.3755 -3.6382 0.2176
H17 -3.0546 -2.9899 2.5124
H18 -1.7011 -4.0906 2.5948
H19 -1.4080 -2.1252 4.1399
H20 -0.1154 -2.2660 2.9474
H21 -3.0588 0.8242 2.5561
H22 -2.8462 -0.0091 4.1016
H23 -3.6244 -0.8364 2.7607
H24 0.5956 0.0085 3.0469
H25 -0.5905 0.3378 4.3296
H26 -0.5498 1.3424 2.8707
H27 -1.5841 -0.4026 -1.5559
H28 -1.9752 -2.1223 -1.8079
H29 -0.3816 -1.6510 -1.2066
C14 2.3016 5.9224 -1.1977
C15 0.9114 6.2334 -0.6331
C16 0.9766 6.6712 0.8391
C17 1.3133 5.5306 1.7941
C18 0.3524 4.3589 1.6221
C19 0.2782 3.8453 0.1755
N3 -0.0041 5.0413 -0.6931
O5 -1.2394 5.3229 -0.8360
C20 1.5597 3.1126 -0.2239
C21 -0.8701 2.8583 0.0240
C22 0.2887 7.3387 -1.4807
H30 2.7335 6.8487 -1.5781
H31 2.9875 5.5243 -0.4541
H32 2.2392 5.2146 -2.0233
H33 0.0001 7.0871 1.1052
H34 1.7100 7.4792 0.9246
H35 2.3460 5.2004 1.6509
H36 1.2526 5.8978 2.8213
H37 0.6448 3.5224 2.2634
H38 -0.6541 4.6654 1.9228
H39 1.5593 2.8962 -1.2927
H40 1.5713 2.1587 0.3053
H41 2.4718 3.6461 0.0241
H42 -1.8186 3.2736 0.3542
H43 -0.6266 1.9748 0.6140
H44 -0.9744 2.5423 -1.0147
H45 0.1886 7.0146 -2.5175
H46 0.9481 8.2082 -1.4477
H47 -0.6952 7.6148 -1.1142

=====

Record 5
Entry from the OMol25 dataset: a cluster of 7 separate species, C22H47Cl4NO13 in total at a distorted geometry (wB97M-V/def2-TZVPD).

Output
- structure (SMILES) = COC[C@H](C)N.CCOC(=O)OC.CCOC(=O)OC.CCOC(=O)OC.CCOC(=O)OC.ClCCl.ClCCl
- lowest unoccupied orbital energy (eV) = 0.5
- net charge = 0
- gap between HOMO and LUMO (eV) = 10.027
- total energy (a.u.) = -3740.03934
- HOMO (Ha) = -0.34865
- ΔE to the lowest compared entry with this formula, charge and spin (kcal per mole) = 47.47

Positions of all 87 atoms, in Å:
C1 -1.9909 0.1495 -0.0768
C2 -2.8679 0.5485 -1.2389
C3 -2.3158 0.2724 -2.6589
O1 -1.1141 0.9472 -2.9630
C4 -1.2688 2.3672 -3.2848
N1 -4.0370 -0.2460 -1.1461
H1 -2.5733 0.2608 0.8378
H2 -1.1154 0.7962 -0.0189
H3 -1.5819 -0.8574 -0.1607
H4 -3.0420 1.6159 -1.1029
H5 -3.0473 0.4231 -3.4529
H6 -2.1084 -0.7972 -2.6268
H7 -0.4092 2.6205 -3.9053
H8 -1.2000 3.0335 -2.4249
H9 -2.1607 2.5048 -3.8961
H10 -4.6979 0.2854 -1.6946
H11 -4.3372 -0.1983 -0.1829
C5 -0.2192 -1.8460 4.1065
C6 -1.6688 -1.4241 3.7130
O2 -2.6575 -2.2760 4.2492
C7 -2.8139 -3.4943 3.7561
O3 -2.3144 -3.9029 2.6668
O4 -3.6912 -4.1223 4.5344
C8 -3.7903 -5.5280 4.4840
H12 -0.1553 -1.9604 5.1886
H13 0.4679 -1.1647 3.6047
H14 -0.0481 -2.7972 3.6025
H15 -1.7639 -1.3303 2.6312
H16 -1.9104 -0.4064 4.0196
H17 -4.3527 -5.9789 3.6664
H18 -4.2278 -5.7965 5.4456
H19 -2.7890 -5.9529 4.4124
C9 1.7647 5.4073 -2.6456
C10 2.1560 6.4766 -1.6097
O5 2.4035 5.8413 -0.2704
C11 2.6234 6.6203 0.8010
O6 2.7463 7.8206 0.7678
O7 2.6554 5.7921 1.8799
C12 2.2694 6.3441 3.0979
H20 1.6548 5.7055 -3.6882
H21 0.7952 4.9472 -2.4547
H22 2.4812 4.5867 -2.6078
H23 1.3157 7.1708 -1.6017
H24 3.0634 6.9443 -1.9918
H25 2.8845 7.2307 3.2516
H26 2.3615 5.5748 3.8646
H27 1.1987 6.5470 3.0745
C13 2.0905 -3.6894 -5.2473
C14 1.8510 -4.4323 -3.8878
O8 0.9639 -3.7068 -3.0714
C15 -0.4210 -3.7612 -3.3255
O9 -0.9472 -4.4235 -4.2464
O10 -1.0290 -3.0613 -2.3306
C16 -2.3993 -3.2245 -2.1095
H28 1.1839 -3.5407 -5.8338
H29 2.8023 -4.3114 -5.7901
H30 2.4713 -2.6958 -5.0108
H31 2.7633 -4.3895 -3.2929
H32 1.4643 -5.4335 -4.0783
H33 -2.5335 -4.2901 -2.2959
H34 -2.9828 -2.7491 -2.8979
H35 -2.8531 -3.0885 -1.1279
C17 1.3966 2.2936 0.7988
C18 2.1519 0.9507 0.8257
O11 1.2270 -0.1051 0.6807
C19 1.6441 -1.3810 0.9149
O12 2.6775 -1.8228 1.4917
O13 0.7356 -2.1764 0.3883
C20 0.6945 -3.5643 0.6090
H36 0.9936 2.4251 -0.2054
H37 2.0303 3.1512 1.0245
H38 0.5749 2.3274 1.5142
H39 2.5576 0.8089 1.8274
H40 2.9508 0.8938 0.0864
H41 0.7108 -3.9895 -0.3945
H42 -0.2934 -3.7643 1.0239
H43 1.4865 -3.9563 1.2471
C21 1.0765 1.3946 5.5248
Cl1 1.2326 2.5794 4.2498
Cl2 -0.6233 1.2892 6.1345
H44 1.4649 0.4303 5.1972
H45 1.7752 1.5614 6.3447
C22 1.9221 -0.3084 -2.9457
Cl3 2.6923 1.1027 -3.7342
Cl4 3.2845 -1.3056 -2.2824
H46 1.3556 0.0824 -2.1004
H47 1.2857 -0.8739 -3.6264